This record from the Open Molecules 2025 dataset describes 12 unconnected molecules or ions with the total composition C2H25O13 in a non-equilibrium geometry. The level of theory is wB97M-V/def2-TZVPD.

Atoms and positions in Å:
C: 7.0836 6.0130 -2.4604
C: 5.5431 5.9226 -2.5084
O: 4.8483 6.7244 -1.8124
O: 5.0417 5.0327 -3.2541
H: 7.4340 5.0694 -2.0421
H: 7.3271 6.6799 -1.6333
H: 7.4700 6.1387 -3.4719
O: 1.0512 0.4545 -2.0860
H: 1.5724 1.2522 -2.1772
H: 1.5159 -0.0618 -1.4274
O: 12.9365 5.7629 -4.5557
H: 12.7566 6.6162 -4.1611
H: 12.3917 5.7427 -5.3425
O: 1.3651 9.6716 -4.7226
H: 1.9102 9.1843 -4.1048
H: 0.4695 9.5304 -4.4155
O: 1.4951 4.7373 -7.7426
H: 1.8743 4.6432 -6.8687
H: 0.5572 4.8481 -7.5866
O: 0.9178 9.0274 1.6572
H: 1.3774 8.5922 0.9392
H: 1.2583 9.9220 1.6529
O: 6.4264 0.3375 -5.3731
H: 7.1400 0.6095 -4.7961
H: 5.6560 0.7922 -5.0327
O: 8.4043 11.2346 -5.7480
H: 7.8177 11.7164 -5.1648
H: 7.8617 10.5331 -6.1082
O: 2.8441 3.5587 2.2568
H: 1.8982 3.7052 2.2568
H: 3.1588 4.0224 1.4809
O: 5.9697 10.0274 1.9828
H: 5.3758 10.7550 1.7983
H: 5.6627 9.3180 1.4183
O: 13.0160 6.8259 1.4062
H: 12.2075 6.5110 1.8105
H: 12.7865 7.6829 1.0468
O: 10.6365 0.6881 -2.7826
H: 11.1250 1.2004 -2.1382
H: 11.2182 -0.0399 -3.0013

Values from the calculation:
**E_tot**: -1069.3402 hartree
**Spin multiplicity**: 1
**Net charge**: -1
**Molar mass**: 257.2 g mol⁻¹
**LUMO energy**: 2.302 eV



This record from the Open Molecules 2025 dataset describes a molecular structure, C2H26F6NO17S2 in a non-equilibrium geometry. The level of theory is wB97M-V/def2-TZVPD.

Atoms and positions in Å:
C: -1.6157 0.9757 0.1767
F: -2.8919 0.6750 0.2739
F: -1.3026 1.1985 -1.0739
F: -1.4059 2.0297 0.9309
S: -0.6749 -0.5030 0.8544
O: -0.9859 -0.5873 2.2631
O: -1.0570 -1.6492 0.0773
N: 0.9289 0.0285 0.5967
S: 1.9517 -1.0377 1.1453
O: 2.9532 -0.5026 2.0449
O: 1.4254 -2.3269 1.5228
C: 2.9068 -1.4245 -0.4369
F: 2.1389 -1.8267 -1.4350
F: 3.6089 -0.3502 -0.7716
F: 3.8005 -2.3879 -0.1933
O: 2.4935 2.2795 -0.5316
H: 2.6494 2.9463 0.1429
H: 2.0322 1.5516 -0.0598
O: -6.2133 0.8353 -0.3570
H: -5.3315 1.1444 -0.1154
H: -6.7362 1.6392 -0.4412
O: -4.0322 1.9389 -3.0610
H: -3.2636 1.5033 -3.4517
H: -3.6737 2.3833 -2.2676
O: 0.6830 -4.9796 1.5665
H: 1.2390 -5.1679 0.8038
H: 0.9370 -4.0721 1.8334
O: 5.7488 0.6484 1.5517
H: 5.8826 -0.0980 0.9576
H: 5.0425 0.3594 2.1440
O: 1.0134 2.1968 2.5856
H: 1.8633 2.5891 2.3672
H: 0.8590 1.5215 1.8935
O: -1.3409 -5.0744 -0.3907
H: -0.9474 -5.2983 0.4718
H: -1.2137 -4.1226 -0.4649
O: 6.2018 -3.0398 -1.6925
H: 5.3119 -3.4012 -1.7711
H: 6.7690 -3.8086 -1.5732
O: -3.0049 3.6441 -1.1435
H: -3.1142 4.2206 -0.3783
H: -2.1822 3.1680 -0.9678
O: -1.3079 1.8219 -4.2753
H: -1.4744 2.7407 -4.5142
H: -0.5845 1.8573 -3.6310
O: -1.3837 1.9584 4.5552
H: -1.2296 1.3161 3.8499
H: -0.5000 2.2064 4.8434
O: -5.0565 -0.8750 1.5502
H: -5.8593 -0.5474 1.1185
H: -4.4057 -0.9208 0.8443
O: 1.3403 0.9311 -3.0302
H: 1.2029 0.1437 -2.4910
H: 1.8054 1.5487 -2.4461

Values from the calculation:
**E_tot**: -2821.3064 hartree
**Spin multiplicity**: 1
**Net charge**: -1
**Molar mass**: 514.3 g mol⁻¹
**LUMO energy**: 2.098 eV



This record from the Open Molecules 2025 dataset describes a molecular structure, C2H26O18Sn in a non-equilibrium geometry. The level of theory is wB97M-V/def2-TZVPD.

Atoms and positions in Å:
Sn: 18.0100 -15.1760 -1.3080
C: 15.1820 -12.6990 -0.9800
O: 16.3730 -13.0580 -0.7430
O: 14.9860 -12.0890 -2.1910
O: 14.2900 -12.5930 -0.1840
H: 15.7430 -12.2430 -2.6720
C: 14.4440 -15.9330 -2.0440
O: 15.6850 -15.6190 -2.2500
O: 13.6270 -15.1080 -1.3290
O: 13.9720 -17.0160 -2.5150
H: 14.1130 -14.3750 -0.9990
O: 17.4370 -10.4530 -3.9150
H: 18.1030 -10.1530 -4.5410
H: 16.8930 -9.6590 -3.8450
O: 11.4330 -12.3940 -1.4240
H: 11.8020 -12.4800 -0.5450
H: 11.7770 -13.1430 -1.9090
O: 17.8520 -13.6050 -3.3600
H: 17.2340 -13.7210 -4.0460
H: 18.6630 -13.0680 -3.5810
O: 15.1400 -9.4570 -1.3780
H: 15.1590 -10.2980 -1.0190
H: 16.0460 -9.2140 -1.4640
O: 16.2260 -10.6340 0.9920
H: 15.9480 -11.5510 1.1910
H: 16.0180 -10.0090 1.7420
O: 17.8870 -10.9440 -1.2890
H: 17.7260 -10.8410 -2.2550
H: 17.2260 -11.6410 -1.0290
O: 15.1000 -14.1360 -4.3570
H: 14.2830 -13.6510 -4.1230
H: 15.1630 -14.7020 -3.5300
O: 16.8300 -12.3710 -5.9810
H: 15.8710 -12.1670 -6.0600
H: 17.0580 -11.8620 -5.2380
O: 16.2540 -15.3200 0.6060
H: 15.9790 -14.4250 0.2850
H: 15.9790 -15.3600 1.4830
O: 12.8690 -10.7850 -3.5120
H: 12.0520 -11.2760 -3.3430
H: 13.3860 -11.2440 -2.8630
O: 12.5610 -10.7590 1.0960
H: 13.0310 -10.0450 1.4150
H: 13.3270 -11.2070 0.7960
O: 13.7920 -14.1680 1.9350
H: 12.8830 -14.3750 1.7440
H: 13.9740 -13.4760 1.3150

Values from the calculation:
**E_tot**: -1660.4031 hartree
**Spin multiplicity**: 1
**Molar mass**: 456.9 g mol⁻¹
**LUMO energy**: -3.039 eV



This record from the Open Molecules 2025 dataset describes 12 unconnected molecules or ions with the total composition C2H27NO12 in a non-equilibrium geometry. The level of theory is wB97M-V/def2-TZVPD.

Atoms and positions in Å:
C: -0.9404 0.7110 0.6086
C: -0.8110 0.3742 2.0776
N: -1.1397 1.2895 2.9926
O: -0.4394 -0.7464 2.4387
H: -0.0570 1.1384 0.1470
H: -1.8479 1.1890 0.3203
H: -0.7809 -0.2829 0.1713
H: -1.0298 0.9523 3.9434
H: -1.7088 2.1234 2.9242
H: 0.7508 -1.5949 -2.7897
H: 2.3159 -1.3165 -2.6990
O: 1.6360 -1.9358 -2.9703
H: -1.3145 3.2702 0.7490
H: -1.8951 3.9181 -0.4993
O: -2.1254 3.3383 0.2336
H: 0.8992 -1.4512 1.6930
H: 2.3099 -2.0937 1.8467
O: 1.6768 -1.7764 1.1981
H: 0.9834 -2.8628 -0.1432
H: 0.9774 -3.5392 -1.5076
O: 0.8399 -3.7248 -0.5736
H: -1.9923 -1.1945 -4.0265
H: -2.4915 -1.3574 -2.6349
O: -1.9223 -0.7510 -3.1726
H: 1.9966 4.5031 0.3053
H: 1.9325 3.9470 -1.1928
O: 1.4872 4.0228 -0.3452
H: 1.1692 2.0913 2.1283
H: 2.5186 2.6152 2.4240
O: 1.7817 2.7700 1.8164
H: 3.3152 -0.5042 0.3851
H: 3.0829 0.8861 0.5448
O: 3.5400 0.1852 1.0349
H: -2.8080 -2.9931 -0.8096
H: -2.8598 -1.4044 -0.7807
O: -3.1050 -2.1963 -1.2768
H: 0.4054 1.4193 -2.3974
H: -0.9249 0.6507 -2.1976
O: 0.0289 0.6164 -2.0241
H: -1.2326 -2.9960 1.3715
H: -0.7382 -3.9191 0.1719
O: -1.4829 -3.3711 0.5143

Values from the calculation:
**E_tot**: -1050.0355 hartree
**Spin multiplicity**: 1
**Molar mass**: 257.2 g mol⁻¹
**SMILES**: CC(N)=O.O.O.O.O.O.O.O.O.O.O.O
**LUMO energy**: 0.030 eV